A structure of composition C6H4O3 in a non-equilibrium geometry, computed with wB97M-V/def2-TZVPD.

Properties
F_max: 6.30 eV/A
E_LUMO: 0.002 hartree
ΔE to the lowest compared entry with this formula, charge and spin: 264.1 kJ/mol
DFT total energy: -456.6023 a.u.
spin multiplicity: 1
charge: 0
Kohn-Sham gap: 8.5 eV

Cartesian coordinates (Å):
C -1.41 0.07 -0.09
C -1.52 -1.28 -0.14
C 0.61 -0.77 -0.04
C 2.32 0.41 -0.02
C 1.22 1.27 -0.09
C -0.03 0.38 -0.12
H -3.26 0.59 0.67
H -2.29 -1.97 -0.39
H 3.34 0.57 0.26
H 1.58 2.38 -0.09
O -2.33 1.08 0.00
O -0.19 -1.81 0.08
O 1.96 -0.93 -0.02

=====

A cluster of 21 separate species, C6H51N2O20 in total in a non-equilibrium geometry, computed with wB97M-V/def2-TZVPD.

Properties
F_max: 1.75 eV/A
E_LUMO: -0.097 hartree
ΔE to the lowest compared entry with this formula, charge and spin: 11.5 kJ/mol
DFT total energy: -1873.3143 a.u.
spin multiplicity: 1
charge: +1
Kohn-Sham gap: 9.4 eV

Cartesian coordinates (Å):
C -3.16 -1.79 -0.01
C -1.77 -2.24 -0.51
N -0.71 -1.34 -0.04
C 0.06 -1.44 1.11
C 0.97 -0.47 1.06
N 0.75 0.24 -0.11
C -0.22 -0.36 -0.77
C 1.62 1.28 -0.61
H -3.29 -2.29 0.95
H -3.92 -2.12 -0.71
H -3.18 -0.74 0.23
H -1.74 -2.21 -1.60
H -1.52 -3.24 -0.19
H -0.17 -2.23 1.81
H 1.81 -0.21 1.67
H -0.48 -0.12 -1.79
H 2.65 0.99 -0.78
H 1.53 2.13 0.06
H 1.22 1.64 -1.55
O -1.15 1.67 1.70
H -1.51 1.39 0.85
H -0.90 2.60 1.55
O 1.67 -1.49 -3.35
H 2.37 -2.14 -3.26
H 1.66 -1.05 -2.50
O 4.54 3.49 -0.84
H 4.79 3.63 -1.76
H 3.73 3.99 -0.71
O 5.66 0.94 -0.38
H 5.43 1.75 0.10
H 6.62 0.88 -0.33
O -4.71 1.56 0.60
H -5.35 1.38 -0.09
H -4.32 2.41 0.37
O 2.70 2.69 -3.22
H 3.63 2.85 -3.42
H 2.46 1.97 -3.81
O -3.39 0.11 2.61
H -2.59 0.60 2.37
H -4.09 0.41 2.00
O -1.39 -5.19 1.29
H -0.67 -5.31 1.91
H -0.99 -5.32 0.42
O -6.67 -0.63 -1.68
H -6.20 -0.70 -2.52
H -6.04 -0.95 -1.01
O -3.19 -1.13 -3.47
H -3.84 -1.83 -3.63
H -2.78 -0.99 -4.33
O 3.79 -2.27 3.10
H 4.42 -2.64 3.73
H 4.06 -1.33 2.99
O -0.80 1.76 -3.38
H -1.67 2.13 -3.61
H -0.31 1.81 -4.21
O 1.16 -2.84 3.90
H 1.35 -3.73 3.59
H 2.03 -2.39 3.87
O 1.62 4.82 -0.50
H 2.07 5.62 -0.80
H 1.86 4.73 0.43
O -1.07 4.07 -1.33
H -1.42 3.63 -2.10
H -0.11 4.11 -1.46
O -4.20 -5.28 1.95
H -4.12 -5.48 2.89
H -3.29 -5.09 1.66
O 3.93 -0.99 -1.62
H 4.54 -0.26 -1.45
H 3.85 -1.45 -0.78
O 3.71 0.47 3.16
H 4.37 1.11 3.46
H 3.14 0.31 3.93
O 4.90 2.94 2.05
H 5.33 3.77 1.80
H 3.97 3.06 1.81
O -5.95 -1.16 1.05
H -6.44 -1.98 0.98
H -6.62 -0.49 1.21